C13H21N3O3S | the ωB97M-V functional and the def2-TZVPD basis

Element x y z (Å)
1 C 1.0236 -3.3024 -0.4120
2 C 1.4935 -2.9307 0.9839
3 C 2.4573 -1.7441 0.9972
4 C 1.7883 -0.3672 1.1027
5 C 2.6238 0.6616 0.3440
6 C 3.9133 0.9584 1.0839
7 S 5.2095 1.7084 0.0177
8 C 4.2784 2.2561 -1.3601
9 N 3.6605 3.3348 -1.5706
10 N 3.0970 3.2249 -2.8301
11 C 3.4217 2.1038 -3.2714
12 O 4.1895 1.4052 -2.3951
13 O 0.4789 -0.4891 0.5391
14 C -0.2529 0.6359 0.5104
15 O -1.2275 0.7329 -0.2042
16 H 0.1589 -3.9502 -0.3453
17 H 0.6984 -2.4208 -0.9464
18 H 1.8108 -3.7654 -0.9924
19 H 2.0442 -3.7857 1.3574
20 H 0.6543 -2.7583 1.6434
21 H 3.0346 -1.7875 0.0795
22 H 3.1786 -1.8497 1.7946
23 H 1.7497 -0.0726 2.1473
24 H 2.1101 1.6087 0.2114
25 H 2.8283 0.2408 -0.6280
26 H 3.7304 1.6805 1.8615
27 H 4.3346 0.0541 1.4957
28 H 3.1686 1.6510 -4.2015
29 H 0.0192 1.4602 1.1795
30 C -6.4339 0.7796 -0.8226
31 C -5.5764 1.2360 0.3524
32 C -4.4296 0.2679 0.6646
33 C -4.9474 -1.0552 1.0201
34 N -5.3563 -2.0963 1.2952
35 H -6.9219 -0.1730 -0.6132
36 H -7.2162 1.5095 -1.0308
37 H -5.8316 0.6635 -1.7253
38 H -6.2072 1.3519 1.2359
39 H -5.1522 2.2165 0.1304
40 H -3.8343 0.6405 1.4974
41 H -3.7689 0.1656 -0.1961

Atoms 1-3, force components in eV/Å:
-0.4 0.5 0.1
0.6 -0.2 -0.1
-0.4 0.0 -0.1

Values from the calculation:
Energy relative to the best compared isomer or geometry (same formula, charge and spin) ... 219.6 kJ/mol
Electronic energy ... -1296.07727 Ha
HOMO-LUMO gap ... 10.28 eV
Molecular weight ... 299.4 g/mol
SMILES string ... CCC[C@@H](CCSc1nnco1)OC=O.CCCC#N

=====

C13H21N3O5P | the ωB97M-V functional and the def2-TZVPD basis

Element x y z (Å)
1 N 2.2899 -5.0900 2.7430
2 C 2.0622 -5.2158 1.5045
3 C 2.5137 -4.1442 0.5429
4 C 1.8331 -2.8052 0.8492
5 C 2.7281 -1.5931 0.6294
6 C 2.0397 -0.2636 0.9571
7 C 0.5517 -0.1608 0.6172
8 N -0.1865 -1.4815 0.6936
9 P -1.8094 -1.3157 -0.0363
10 O -1.6840 -1.3273 -1.4807
11 O -2.6335 -2.5281 0.5855
12 O -2.3955 -0.0035 0.6064
13 C 0.5743 -2.5874 0.0142
14 H 1.9332 -5.8876 3.2617
15 H 1.5324 -6.0798 1.0992
16 H 3.5822 -3.9978 0.6791
17 H 2.3405 -4.4658 -0.4804
18 H 1.5144 -2.8156 1.8950
19 H 3.0520 -1.6061 -0.4120
20 H 3.6215 -1.7180 1.2341
21 H 2.2234 0.0108 1.9908
22 H 2.5270 0.5020 0.3593
23 H 0.3591 0.2960 -0.3476
24 H 0.0746 0.4892 1.3440
25 H -0.2996 -1.7156 1.6818
26 H -2.3571 -2.7613 1.4813
27 H -3.1611 -0.1919 1.1622
28 H 0.8442 -2.1961 -0.9614
29 H -0.0428 -3.4734 -0.0892
30 C -3.3106 5.3781 -2.1449
31 C -2.1065 5.7955 -2.6956
32 C -0.9172 5.2180 -2.2847
33 C -0.9596 4.2241 -1.3241
34 C -2.1477 3.7963 -0.7599
35 C -3.3304 4.3824 -1.1768
36 N 0.2992 3.6020 -0.8993
37 O 1.3263 4.0022 -1.3887
38 O 0.2476 2.7046 -0.0694
39 H -4.2372 5.8304 -2.4710
40 H -2.0932 6.5717 -3.4472
41 H 0.0238 5.5375 -2.7063
42 H -2.1529 3.0218 -0.0084
43 H -4.2693 4.0627 -0.7472

Atoms 1-3, force components in eV/Å:
-0.1 0.1 -0.3
0.0 -0.1 0.2
-0.1 0.1 0.3

Values from the calculation:
Electronic energy ... -1389.54754 Ha
Net charge ... +1
HOMO-LUMO gap ... 8.69 eV
Molecular weight ... 330.3 g/mol

=====

C13H21N4O6 | the ωB97M-V functional and the def2-TZVPD basis

Element x y z (Å)
1 C 0.4653 3.9279 -1.7898
2 N 1.4697 2.9561 -1.5149
3 C 1.7522 2.4846 -0.3202
4 O 1.3637 3.0758 0.6717
5 C 2.4345 1.1392 -0.2236
6 C 3.9612 1.2054 0.0130
7 C 4.7963 2.1549 -0.8999
8 C 4.6351 1.7948 -2.3599
9 O 4.2939 2.6853 -3.2006
10 O 4.7578 0.5674 -2.7525
11 N 1.8583 0.2649 0.8669
12 C 0.5585 -0.1097 0.8398
13 O -0.2243 0.2159 -0.0667
14 C 0.1225 -0.7833 2.1632
15 C -0.4856 0.3157 3.1523
16 C -1.5954 1.1613 2.5296
17 C -2.7892 0.4759 1.9384
18 N -3.0420 0.4171 0.6848
19 O -3.7680 0.0921 2.5933
20 N -0.7644 -1.9654 1.9156
21 C -1.0318 -2.9824 2.7011
22 C -1.9778 -4.0875 2.1953
23 O -0.6950 -3.1211 3.8141
24 H 0.9899 4.8108 -2.2208
25 H 0.0444 4.3173 -0.8830
26 H -0.1793 3.4644 -2.4769
27 H 1.8392 2.4273 -2.3549
28 H 2.2849 0.7341 -1.2095
29 H 4.3729 0.1562 -0.0329
30 H 4.1286 1.6978 0.9798
31 H 4.5880 3.1932 -0.8207
32 H 5.8992 2.0628 -0.6973
33 H 2.3203 -0.0465 1.6521
34 H 1.0286 -1.0757 2.8059
35 H 0.3361 0.9866 3.5080
36 H -0.8847 -0.3635 3.8984
37 H -1.2506 1.8671 1.8838
38 H -1.9095 1.7450 3.4235
39 H -2.3695 0.5663 -0.0379
40 H -3.7860 -0.0929 0.4121
41 H -1.1576 -2.0881 0.9919
42 H -1.4190 -5.0703 2.1952
43 H -2.8438 -4.0152 2.8820
44 H -2.3914 -3.9257 1.1791

Atoms 1-3, force components in eV/Å:
2.2 1.8 0.1
1.3 -2.1 -2.8
-0.8 0.1 1.5

Values from the calculation:
Energy relative to the best compared isomer or geometry (same formula, charge and spin) ... 120.1 kJ/mol
Electronic energy ... -1178.53479 Ha
Net charge ... -1
HOMO-LUMO gap ... 6.98 eV
Molecular weight ... 329.3 g/mol
SMILES string ... CNC(=O)[C@@H](CCC(=O)[O-])NC(=O)[C@@H](CCC(N)=O)NC(C)=O

=====

C13H21O | the ωB97M-V functional and the def2-TZVPD basis

Element x y z (Å)
1 C 0.6998 0.3027 2.4949
2 C -0.5471 0.2106 2.3685
3 C -0.9040 -1.2087 -0.4925
4 C -1.5903 -1.8854 0.4091
5 C -1.7799 1.7184 0.3565
6 C 1.3512 0.6847 -1.0682
7 C 0.9584 -0.1546 -2.2954
8 C 0.3621 1.8618 -0.9993
9 C -0.5331 -0.0666 -2.6435
10 C -0.9871 1.2411 -0.5756
11 C -1.3111 -0.0431 -1.2920
12 C -1.0792 -3.2210 0.8564
13 C 2.9585 1.0736 2.0850
14 O 1.9370 0.2464 2.6796
15 H -0.9449 -0.4126 1.5883
16 H -1.1612 0.8185 2.9436
17 H 0.1834 -1.4877 -0.6031
18 H -2.7066 -1.8541 0.6770
19 H -2.7943 1.3591 0.3905
20 H -1.5733 2.5565 0.9968
21 H 1.2099 0.0760 -0.1037
22 H 2.3560 1.1135 -1.1865
23 H 1.5617 0.1336 -3.1198
24 H 1.1579 -1.1715 -1.8976
25 H 0.5102 2.5882 -0.2711
26 H 0.2177 2.3809 -2.0046
27 H -0.8036 0.8557 -3.1794
28 H -0.9187 -0.8670 -3.3333
29 H -2.3299 -0.0339 -1.6271
30 H -1.7341 -3.9800 0.5641
31 H -0.1527 -3.4667 0.3510
32 H -1.1080 -3.2853 2.0001
33 H 2.7679 1.1579 1.1049
34 H 2.8722 2.1381 2.5399
35 H 3.8549 0.6210 2.2866

Atoms 1-3, force components in eV/Å:
3.5 0.0 0.3
0.9 -0.1 0.1
0.8 -0.1 0.3

Values from the calculation:
Energy relative to the best compared isomer or geometry (same formula, charge and spin) ... 202.1 kJ/mol
Electronic energy ... -582.71322 Ha
Net charge ... +1
HOMO-LUMO gap ... 7.78 eV
Molecular weight ... 193.3 g/mol

=====

C13H22AsOS4W | the ωB97M-V functional and the def2-TZVPD basis

Element x y z (Å)
1 W 0.2946 -2.6187 0.2732
2 S -0.7241 -3.0983 2.2574
3 S -0.3906 -5.1975 2.1479
4 S 0.4617 -4.9964 0.2561
5 S -0.8673 -4.1107 -1.0880
6 C 3.0267 -1.0257 -1.5885
7 C 3.2088 -1.3522 -0.1144
8 C 3.4774 -0.1145 0.7241
9 C 4.2632 -2.4249 0.1042
10 O 1.9547 -1.9068 0.3518
11 H 3.9495 -0.6157 -1.9976
12 H 2.2377 -0.2836 -1.7254
13 H 2.7771 -1.9288 -2.1485
14 H 4.4238 0.3337 0.4238
15 H 3.5390 -0.3811 1.7787
16 H 2.6883 0.6251 0.5865
17 H 5.2370 -2.0558 -0.2154
18 H 4.0270 -3.3177 -0.4760
19 H 4.3238 -2.6887 1.1595
20 C -2.9124 -0.6095 1.0838
21 As -1.3543 -0.6463 -0.0607
22 C -2.1035 -0.3798 -1.8272
23 C -0.4076 1.0309 0.3324
24 C -1.3050 2.2276 0.2381
25 C -1.4610 2.8965 -0.9737
26 C -2.3103 3.9884 -1.0706
27 C -3.0138 4.4228 0.0435
28 C -2.8586 3.7666 1.2566
29 C -2.0101 2.6744 1.3524
30 H -3.5063 0.2785 0.8750
31 H -2.6001 -0.6056 2.1270
32 H -3.5019 -1.5053 0.8952
33 H -2.7082 0.5248 -1.8532
34 H -2.7245 -1.2415 -2.0697
35 H -1.2985 -0.3054 -2.5571
36 H 0.4143 1.0888 -0.3828
37 H 0.0135 0.9153 1.3319
38 H -0.9001 2.5699 -1.8426
39 H -2.4150 4.5053 -2.0152
40 H -3.6727 5.2771 -0.0304
41 H -3.3927 4.1104 2.1323
42 H -1.8798 2.1743 2.3057

Atoms 1-3, force components in eV/Å:
0.4 0.4 0.2
0.1 -0.2 0.0
0.0 0.1 -0.1

Values from the calculation:
Energy relative to the best compared isomer or geometry (same formula, charge and spin) ... 78.7 kJ/mol
Electronic energy ... -4479.25005 Ha
Net charge ... +1
HOMO-LUMO gap ... 7.40 eV
Molecular weight ... 581.3 g/mol

=====

C13H22Cl2N3O3PS3 | the ωB97M-V functional and the def2-TZVPD basis

Element x y z (Å)
1 N 4.2204 -4.7190 0.7403
2 P 3.5444 -3.7442 -0.3357
3 C 3.8900 -1.8990 0.0849
4 C 5.0711 -1.2797 -0.8075
5 O 4.6798 -1.0197 -2.1905
6 S 3.5078 0.2171 -2.2513
7 O 4.2381 1.5214 -2.5294
8 O 2.5828 -0.1771 -3.3850
9 C 2.5411 0.3324 -0.6715
10 C 1.0103 0.8615 -0.8971
11 C 0.8501 2.1816 0.0005
12 C -0.6317 2.4648 0.5584
13 S -1.9912 1.5397 -0.2825
14 C -2.1601 -0.0939 0.5455
15 S -1.3770 -0.3659 2.0312
16 N -2.9119 -1.2328 -0.0020
17 C -3.1042 -1.4818 -1.4230
18 C -3.8985 -2.8041 -1.3380
19 N -4.1446 -3.2276 0.0458
20 C -3.5129 -2.2390 0.8631
21 C 2.4714 -1.1457 -0.0473
22 H 3.5232 -5.2863 1.2426
23 H 4.0159 -4.0802 -1.6493
24 H 2.1132 -3.9930 -0.2981
25 H 4.1583 -1.9072 1.2049
26 H 5.9241 -2.0564 -0.8112
27 H 5.4243 -0.3172 -0.2753
28 H 3.1390 0.9980 0.0370
29 H 0.8977 1.1771 -1.9922
30 H 0.3490 -0.0157 -0.5925
31 H 1.5523 2.1546 0.9073
32 H 1.1638 3.0731 -0.6556
33 H -0.8409 3.5901 0.3913
34 H -0.5984 2.3351 1.6995
35 H -2.7488 -0.8627 -2.3036
36 H -4.2261 -3.3590 -2.2733
37 H -3.5091 -2.3033 1.9984
38 H 1.8643 -1.1584 0.9337
39 H 1.8401 -1.7742 -0.7886
40 Cl -4.2954 5.0543 0.2498
41 C -5.2299 3.8282 1.1427
42 C -4.7324 3.6527 2.5633
43 Cl -3.1192 2.9013 2.6199
44 H -5.1826 2.8923 0.5824
45 H -6.2678 4.1666 1.1524
46 H -5.4081 2.9948 3.1137
47 H -4.6817 4.6063 3.0917

Atoms 1-3, force components in eV/Å:
-0.8 0.5 -0.6
0.6 -1.5 2.4
-0.9 0.2 -0.1

Values from the calculation:
Energy relative to the best compared isomer or geometry (same formula, charge and spin) ... 500.9 kJ/mol
Electronic energy ... -3354.59511 Ha
HOMO-LUMO gap ... 7.44 eV
Molecular weight ... 466.4 g/mol
SMILES string ... N=[PH2][C@H]1COS(=O)(=O)[C@@H](CCCSC(=S)n2ccnc2)C1.ClCCCl